[1]
Here is a cluster of 7 separate species, C39H60BIN2O21 in total from OMol25. Energies are from wB97M-V/def2-TZVPD.

Last column: Mulliken charge in e.
Geometry (Å):
C 8.2617 -0.8564 0.3186  -1.26
C 8.4393 -0.0713 -1.0146  -0.11
B 7.2708 -0.4559 -1.9877  0.30
O 7.2129 -1.7649 -2.4481  -0.62
N 6.2480 0.4870 -2.4744  0.30
C 6.0651 1.6756 -1.6859  -0.15
O 6.6939 2.6845 -1.7773  -0.54
C 4.9003 1.4442 -0.7786  -0.32
C 4.4614 2.1616 0.3157  -1.11
C 3.3501 1.6674 0.9860  -0.40
C 2.6935 0.5189 0.5582  -0.13
I 1.0090 -0.1784 1.6030  0.11
C 3.1242 -0.1984 -0.5633  0.76
C 2.4837 -1.4431 -1.0631  0.21
C 1.4027 -1.4342 -1.9278  -0.10
C 0.9102 -2.6523 -2.3660  -0.58
N 1.3834 -3.8447 -2.0084  -0.56
C 2.4247 -3.8208 -1.1789  -0.64
C 3.0067 -2.6715 -0.6739  -0.16
C 4.2390 0.3102 -1.2152  1.02
C 4.9559 -0.1681 -2.4537  -0.33
O 4.4976 -0.8996 -3.2743  -0.47
H 7.8301 -1.8338 0.1170  0.23
H 9.2214 -1.0016 0.8041  0.38
H 7.6172 -0.2958 0.9929  0.31
H 9.3797 -0.4138 -1.4488  0.17
H 8.5458 0.9974 -0.8354  0.37
H 6.6749 -2.3329 -1.8896  0.29
H 4.9718 3.0623 0.6236  0.55
H 2.9798 2.1892 1.8572  0.43
H 0.9724 -0.5047 -2.2696  0.55
H 0.0652 -2.6457 -3.0458  0.39
H 2.8362 -4.7799 -0.8828  0.41
H 3.8624 -2.6939 -0.0142  0.58
C -6.5245 1.7083 2.5104  -0.99
C -5.5062 0.5879 2.4853  -0.21
O -4.6461 0.6872 1.3397  -0.30
C -3.6884 1.6096 1.4175  0.74
O -3.4730 2.3366 2.3511  -0.59
O -3.0093 1.5921 0.2690  -0.21
C -1.9928 2.5924 0.1704  -0.72
H -7.0821 1.7328 1.5723  0.23
H -7.2265 1.5712 3.3335  0.29
H -6.0427 2.6777 2.6319  0.32
H -6.0149 -0.3700 2.3944  0.34
H -4.9124 0.5603 3.3990  0.29
H -1.3162 2.5484 1.0211  0.30
H -2.4413 3.5822 0.0963  0.30
H -1.4386 2.3830 -0.7403  0.22
C -9.3270 3.7120 7.9152  -1.13
C -9.8136 2.9961 6.6737  -0.23
O -9.0000 1.8539 6.3640  -0.27
C -9.2201 0.7750 7.1149  0.70
O -10.0380 0.6687 7.9891  -0.57
O -8.3650 -0.1727 6.7261  -0.26
C -8.4221 -1.3725 7.5033  -0.73
H -8.2728 3.9740 7.8140  0.27
H -9.9024 4.6238 8.0746  0.38
H -9.4289 3.0818 8.7975  0.31
H -9.7344 3.6493 5.8068  0.30
H -10.8565 2.6939 6.7667  0.34
H -9.4362 -1.7628 7.5456  0.34
H -8.0480 -1.1864 8.5090  0.31
H -7.7775 -2.0921 7.0060  0.22
C -5.6979 0.9624 -1.9513  -1.00
C -5.9361 2.4319 -1.6884  0.00
O -5.6074 3.2445 -2.8264  -0.37
C -6.5073 3.2455 -3.8071  0.73
O -7.5595 2.6620 -3.8096  -0.55
O -6.0446 4.0187 -4.7913  -0.36
C -6.8826 4.0598 -5.9482  -0.64
H -4.6732 0.7976 -2.2865  0.25
H -5.8634 0.3865 -1.0419  0.20
H -6.3625 0.5834 -2.7271  0.43
H -5.2825 2.7776 -0.8891  0.13
H -6.9644 2.6239 -1.3809  0.33
H -7.9009 4.3355 -5.6839  0.30
H -6.8758 3.0946 -6.4524  0.29
H -6.4615 4.8141 -6.6066  0.22
C -5.1735 1.1689 7.0466  -0.90
C -4.2864 -0.0134 7.3675  -0.31
O -3.1885 0.3496 8.2175  -0.34
C -3.4959 0.5091 9.5028  0.78
O -4.5805 0.3497 10.0002  -0.56
O -2.3879 0.8677 10.1523  -0.34
C -2.5840 1.1413 11.5413  -0.63
H -4.5852 1.9856 6.6246  0.37
H -5.9453 0.8848 6.3312  0.12
H -5.6632 1.5528 7.9411  0.37
H -3.8330 -0.4000 6.4563  0.30
H -4.8529 -0.8269 7.8217  0.33
H -3.0725 0.3069 12.0391  0.29
H -3.1735 2.0483 11.6667  0.29
H -1.5964 1.2907 11.9679  0.22
C 8.7549 1.2460 -4.8571  -0.53
C 9.8514 0.2055 -4.9285  -0.22
O 10.6795 0.3730 -6.0898  -0.37
C 11.5746 1.3544 -6.0156  0.75
O 11.7656 2.0759 -5.0714  -0.56
O 12.2386 1.3968 -7.1724  -0.35
C 13.1936 2.4555 -7.2619  -0.63
H 8.1677 1.2470 -5.7766  0.33
H 8.0900 1.0426 -4.0210  -0.05
H 9.1639 2.2476 -4.7293  0.33
H 9.4185 -0.7890 -5.0232  0.33
H 10.4695 0.2124 -4.0299  0.30
H 13.8818 2.4339 -6.4199  0.30
H 12.6860 3.4180 -7.3046  0.29
H 13.7440 2.2963 -8.1847  0.22
C 1.4040 -8.3298 -8.1280  -1.09
C 2.8217 -7.9505 -7.7569  -0.19
O 2.9346 -6.5593 -7.4284  -0.38
C 2.4900 -6.2208 -6.2168  0.73
O 2.0399 -6.9741 -5.3926  -0.56
O 2.6401 -4.9066 -6.0747  -0.36
C 2.1372 -4.3834 -4.8382  -0.67
H 1.0371 -7.6883 -8.9304  0.29
H 1.3652 -9.3670 -8.4613  0.35
H 0.7324 -8.2158 -7.2783  0.31
H 3.4854 -8.1002 -8.6066  0.29
H 3.1959 -8.5580 -6.9329  0.31
H 2.5510 -4.9081 -3.9859  0.31
H 1.0505 -4.4459 -4.8248  0.32
H 2.4400 -3.3398 -4.8013  0.32

LUMO in eV: -0.8
Orbital gap in eV: 8.94
Strongest force on any atom in eV Å⁻¹: 1.23
Total charge: 0

[2]
Here is a cluster of 10 separate species, C32H62FIN2O13S5 in total from OMol25. Energies are from wB97M-V/def2-TZVPD.

Last column: Mulliken charge in e.
Geometry (Å):
C -3.4197 2.1400 -5.3234  -0.97
C -2.0033 2.4747 -5.7509  0.64
O -1.6712 2.2464 -6.9561  -0.51
N -0.9751 3.1214 -4.8128  0.34
H -1.4161 3.9435 -4.6446  0.47
H -1.1931 2.6773 -3.8701  -0.12
C 0.4331 3.1259 -5.1746  -0.66
H -3.9247 2.7042 -6.0207  0.44
H -3.7179 2.4515 -4.3376  0.25
H -3.5397 1.0511 -5.4932  0.28
H 1.1065 3.5613 -4.3581  0.03
H 0.5558 3.8233 -5.9012  0.50
H 0.9644 2.1598 -5.3293  0.34
C -1.3348 1.2454 0.6278  0.09
C 0.1171 1.0603 0.1515  0.46
O 0.9778 1.2712 0.8808  -0.41
N 0.3361 0.7161 -1.3021  1.40
H -0.0098 -0.1351 -1.3931  -0.36
H -0.2921 1.1332 -2.1500  -0.06
C 1.6984 0.7712 -1.8007  -0.74
H -1.2955 1.1727 1.7010  0.12
H -1.9476 0.6432 0.2046  -0.61
H -1.8054 2.1845 0.2458  0.13
H 2.3436 1.5434 -1.7386  0.40
H 1.8623 0.2348 -2.7756  0.25
H 2.0164 0.0212 -1.0667  0.08
I -0.6380 -2.7046 -1.8653  -0.78
O -1.5439 2.2103 -2.4523  -1.22
H -2.0648 2.8648 -1.9782  0.12
F -0.2281 -0.8604 5.6675  -0.18
C -0.2576 0.4765 5.5856  0.01
C -0.0294 1.1479 4.4017  0.73
C -0.4250 2.5126 4.2928  -0.93
C -1.0126 3.1141 5.4269  -0.53
C -1.0544 2.5351 6.6275  -0.38
C -0.7738 1.1994 6.7543  -0.60
H 0.5834 0.5685 3.7034  0.04
H -0.3224 2.8524 3.3558  0.90
H -1.6550 4.0249 5.3772  0.26
H -1.4166 3.0711 7.5405  0.31
H -0.9377 0.8192 7.7267  0.43
C 1.0377 4.8202 -0.9355  0.55
C 1.1246 5.3076 0.4901  -1.21
C 2.2909 4.8248 1.1077  -0.21
S 3.4112 4.5232 -0.1890  1.19
O 3.6659 3.1808 -0.2432  -0.51
O 4.4528 5.5068 -0.1383  -0.77
C 2.3405 4.7592 -1.6146  -1.05
H 0.2104 5.5531 -1.1469  0.47
H 0.5956 3.7633 -0.9539  -0.37
H 0.2222 5.0859 0.9650  0.47
H 1.1342 6.3341 0.0415  0.41
H 2.0221 3.7860 1.5532  0.02
H 2.8028 5.6133 1.9155  0.33
H 2.3947 4.0312 -2.3972  0.15
H 2.6157 5.6459 -1.9586  0.57
C 4.5936 -1.8134 -3.1274  -0.69
C 3.2116 -2.3645 -2.9650  0.64
C 3.1951 -3.6629 -3.4129  -0.42
S 4.3867 -3.8703 -4.6670  1.26
O 3.7430 -4.0968 -5.9436  -0.71
O 5.4139 -4.7451 -4.2151  -0.68
C 5.0387 -2.2792 -4.5437  -0.90
H 5.2129 -2.2099 -2.4844  0.50
H 4.4749 -0.6242 -3.0197  0.07
H 2.5109 -1.6813 -3.5801  -0.09
H 2.9745 -1.9151 -1.8284  -0.43
H 2.2731 -4.0015 -3.8631  0.46
H 3.6270 -4.3873 -2.5444  0.14
H 4.7042 -1.7170 -5.2492  0.57
H 6.1747 -2.3298 -4.7304  0.34
C 2.2767 -3.6783 1.9623  -0.42
C 2.0394 -2.6590 3.0723  0.30
C 2.7753 -1.4627 2.8897  -0.38
S 4.0601 -1.9015 1.7041  1.05
O 5.3746 -1.7942 2.2436  -0.76
O 3.7560 -1.2907 0.4191  -0.44
C 3.7345 -3.6437 1.5767  -0.48
H 1.6347 -3.3209 1.0783  0.07
H 1.8967 -4.7403 2.2675  0.34
H 2.1807 -3.1044 3.9753  0.52
H 0.8660 -2.4900 3.2803  -0.58
H 3.4598 -1.1910 3.6077  0.38
H 2.0611 -0.8882 2.6546  -0.21
H 4.2779 -4.2201 2.4662  0.29
H 4.0996 -4.0025 0.4658  0.22
C -1.2984 -4.7053 3.6906  -0.49
C -1.5902 -3.6673 4.8535  -0.81
C -2.7427 -2.8959 4.3830  -0.76
S -2.7221 -2.7880 2.5541  1.07
O -2.0615 -1.4662 2.2415  -0.40
O -4.0719 -3.1372 2.1565  -0.73
C -1.5636 -4.0846 2.3098  -0.18
H -1.9523 -5.5163 3.8903  0.49
H -0.1131 -5.0126 3.8354  0.11
H -0.8745 -3.0604 4.9417  0.00
H -1.7542 -4.1039 5.6626  0.82
H -2.6823 -1.9041 4.7985  0.40
H -3.7330 -3.4530 4.6230  0.29
H -0.6529 -3.6269 1.9697  -0.27
H -2.0649 -4.8384 1.6465  0.48
C -5.7177 -1.7552 -0.5991  -0.57
C -4.2833 -1.3392 -1.0226  -0.26
C -4.2803 -0.0318 -1.5925  0.01
S -5.3799 0.8735 -0.5942  1.25
O -6.1875 1.7902 -1.3411  -0.76
O -4.6152 1.3476 0.5613  -0.62
C -6.3577 -0.4706 -0.0443  -0.66
H -5.8712 -2.4041 0.3358  0.12
H -6.3689 -2.0302 -1.3989  0.45
H -3.8781 -1.9698 -1.6931  0.71
H -3.6876 -1.2090 -0.2076  -0.36
H -4.4669 -0.0003 -2.6243  0.32
H -3.4150 0.5308 -1.5942  -0.30
H -7.4277 -0.4126 -0.5835  0.27
H -6.6243 -0.4831 1.0805  0.37

LUMO in eV: -0.7
Orbital gap in eV: 6.69
Strongest force on any atom in eV Å⁻¹: 9.38
Total charge: 0
Energy relative to the best compared isomer or geometry (same formula, charge and spin) in kJ/mol: 346.6

[3]
Here is an isolated molecule of C2H2N2O3 from OMol25. Energies are from wB97M-V/def2-TZVPD.

Last column: Mulliken charge in e.
Geometry (Å):
C -2.5598 -0.0631 0.1793  0.53
C -0.3040 0.2657 -0.3194  -0.39
N -3.5122 0.0292 -0.4450  -0.37
N -0.0755 1.7176 0.0090  1.01
O 1.0510 2.0275 0.1830  -0.56
O -1.0722 2.3117 0.2134  -0.52
O -1.3527 -0.1515 0.6337  -0.37
H -0.6299 0.0017 -1.2362  0.38
H 0.6080 -0.2400 0.0567  0.29

LUMO in eV: -0.4
Orbital gap in eV: 11.06
Strongest force on any atom in eV Å⁻¹: 5.19
Total charge: 0
Energy relative to the best compared isomer or geometry (same formula, charge and spin) in kJ/mol: 459.1

[4]
Here is a structure of composition C18H37IrOP3S from OMol25. Energies are from wB97M-V/def2-TZVPD.

Last column: Mulliken charge in e.
Geometry (Å):
Ir 0.1318 0.6798 -1.8688  1.55
P -1.4212 2.2326 -1.3614  0.68
P -1.7935 -1.4806 0.5037  1.08
P 2.0616 2.0089 -1.8633  0.37
H -0.7557 -4.4084 -2.4821  0.36
C 0.1826 -4.1909 -2.9979  -0.57
C 1.3489 -4.1475 -2.3429  -0.66
H 1.3845 -4.2670 -1.2579  0.38
C -2.7790 2.2037 -2.5914  -1.23
C -2.2538 2.1498 0.2681  -1.11
C -0.8603 3.9798 -1.3728  -1.22
C -0.8821 -3.0214 0.1910  -0.68
C -2.0685 -1.2114 2.2689  -1.17
C -3.3797 -1.6857 -0.3525  -1.26
C 3.4606 0.8613 -2.1530  -1.13
C 2.4067 2.7338 -0.2302  -1.17
C 2.4892 3.3812 -3.0104  -1.34
H 0.1219 -4.1032 -4.0862  0.36
H 2.2896 -3.9483 -2.8600  0.32
H -3.3869 3.1107 -2.4617  0.48
H -3.4052 1.3166 -2.4277  0.34
H -2.3753 2.1735 -3.6126  0.36
H -2.8625 3.0530 0.4211  0.56
H -1.5023 2.1031 1.0663  0.36
H -2.9029 1.2683 0.3436  0.24
H -1.7553 4.6114 -1.4728  0.53
H -0.1832 4.1893 -2.2083  0.16
H -0.3600 4.2210 -0.4254  0.38
H -1.5784 -3.8636 0.3532  0.59
H -0.0416 -3.0935 0.8993  0.48
H -0.4826 -3.0895 -0.8372  -0.37
H -2.9908 -1.6998 2.6081  0.42
H -2.1371 -0.1350 2.4710  0.37
H -1.2189 -1.6218 2.8293  0.39
H -3.7880 -2.6912 -0.1557  0.45
H -3.2123 -1.5770 -1.4342  0.39
H -4.1109 -0.9364 -0.0161  0.40
H 4.3728 1.4502 -2.3149  0.47
H 3.2744 0.2408 -3.0393  0.28
H 3.5997 0.2116 -1.2799  0.43
H 3.2376 3.4452 -0.3322  0.48
H 2.6922 1.9291 0.4574  0.38
H 1.5273 3.2589 0.1581  0.22
H 2.6942 3.0095 -4.0230  0.45
H 3.4069 3.8625 -2.6339  0.50
H 1.7171 4.1554 -3.0755  0.35
C 0.7472 -0.0418 -5.0478  1.66
C 0.4279 0.0054 -6.4205  -0.64
C 0.6860 -1.0877 -7.2406  -0.67
C 1.3390 -2.2103 -6.7275  -0.57
C 1.6579 -2.2662 -5.3725  -0.97
C 1.3926 -1.1800 -4.5386  -0.06
S 0.2948 1.3310 -4.0861  -0.32
H -1.0114 -0.3427 0.0158  -0.46
H -0.0484 0.8950 -6.8192  0.48
H 0.3855 -1.0462 -8.2910  0.42
H 1.5456 -3.0789 -7.3607  0.44
H 2.1022 -3.1682 -4.9446  0.55
H 1.6233 -1.2159 -3.4762  -0.17
O 1.8280 -1.1309 -0.1474  -0.42
C 1.1253 -0.4905 -0.8273  0.09

LUMO (spin up / spin down) in eV: -8.3 / -12.5
Orbital gap (spin up / spin down) in eV: 8.17 / 5.25
2S+1: 5
Strongest force on any atom in eV Å⁻¹: 4.95
Total charge: +3
Energy relative to the best compared isomer or geometry (same formula, charge and spin) in kJ/mol: 30.6

Please write out number 4 again, unchanged.
Here is a structure of composition C18H37IrOP3S from OMol25. Energies are from wB97M-V/def2-TZVPD.

Last column: Mulliken charge in e.
Geometry (Å):
Ir 0.1318 0.6798 -1.8688  1.55
P -1.4212 2.2326 -1.3614  0.68
P -1.7935 -1.4806 0.5037  1.08
P 2.0616 2.0089 -1.8633  0.37
H -0.7557 -4.4084 -2.4821  0.36
C 0.1826 -4.1909 -2.9979  -0.57
C 1.3489 -4.1475 -2.3429  -0.66
H 1.3845 -4.2670 -1.2579  0.38
C -2.7790 2.2037 -2.5914  -1.23
C -2.2538 2.1498 0.2681  -1.11
C -0.8603 3.9798 -1.3728  -1.22
C -0.8821 -3.0214 0.1910  -0.68
C -2.0685 -1.2114 2.2689  -1.17
C -3.3797 -1.6857 -0.3525  -1.26
C 3.4606 0.8613 -2.1530  -1.13
C 2.4067 2.7338 -0.2302  -1.17
C 2.4892 3.3812 -3.0104  -1.34
H 0.1219 -4.1032 -4.0862  0.36
H 2.2896 -3.9483 -2.8600  0.32
H -3.3869 3.1107 -2.4617  0.48
H -3.4052 1.3166 -2.4277  0.34
H -2.3753 2.1735 -3.6126  0.36
H -2.8625 3.0530 0.4211  0.56
H -1.5023 2.1031 1.0663  0.36
H -2.9029 1.2683 0.3436  0.24
H -1.7553 4.6114 -1.4728  0.53
H -0.1832 4.1893 -2.2083  0.16
H -0.3600 4.2210 -0.4254  0.38
H -1.5784 -3.8636 0.3532  0.59
H -0.0416 -3.0935 0.8993  0.48
H -0.4826 -3.0895 -0.8372  -0.37
H -2.9908 -1.6998 2.6081  0.42
H -2.1371 -0.1350 2.4710  0.37
H -1.2189 -1.6218 2.8293  0.39
H -3.7880 -2.6912 -0.1557  0.45
H -3.2123 -1.5770 -1.4342  0.39
H -4.1109 -0.9364 -0.0161  0.40
H 4.3728 1.4502 -2.3149  0.47
H 3.2744 0.2408 -3.0393  0.28
H 3.5997 0.2116 -1.2799  0.43
H 3.2376 3.4452 -0.3322  0.48
H 2.6922 1.9291 0.4574  0.38
H 1.5273 3.2589 0.1581  0.22
H 2.6942 3.0095 -4.0230  0.45
H 3.4069 3.8625 -2.6339  0.50
H 1.7171 4.1554 -3.0755  0.35
C 0.7472 -0.0418 -5.0478  1.66
C 0.4279 0.0054 -6.4205  -0.64
C 0.6860 -1.0877 -7.2406  -0.67
C 1.3390 -2.2103 -6.7275  -0.57
C 1.6579 -2.2662 -5.3725  -0.97
C 1.3926 -1.1800 -4.5386  -0.06
S 0.2948 1.3310 -4.0861  -0.32
H -1.0114 -0.3427 0.0158  -0.46
H -0.0484 0.8950 -6.8192  0.48
H 0.3855 -1.0462 -8.2910  0.42
H 1.5456 -3.0789 -7.3607  0.44
H 2.1022 -3.1682 -4.9446  0.55
H 1.6233 -1.2159 -3.4762  -0.17
O 1.8280 -1.1309 -0.1474  -0.42
C 1.1253 -0.4905 -0.8273  0.09

LUMO (spin up / spin down) in eV: -8.3 / -12.5
Orbital gap (spin up / spin down) in eV: 8.17 / 5.25
2S+1: 5
Strongest force on any atom in eV Å⁻¹: 4.95
Total charge: +3
Energy relative to the best compared isomer or geometry (same formula, charge and spin) in kJ/mol: 30.6

Question: What is the total charge in the third record?
Answer: 0